Entry 1:
ORCA calculation (ωB97M-V/def2-TZVPD) on a cluster of 21 separate species, C49H83Cl41N2O2S3 in total at a distorted geometry.

The geometry in XYZ format:
```
180
Properties=species:S:1:pos:R:3:forces:R:3
C -6.0782 2.8672 -1.1740 1.2 -0.7 0.0
C -4.9384 1.7936 -0.8900 -0.9 0.3 -0.5
C -5.4567 0.3005 -0.8449 0.6 0.7 0.7
C -5.0289 -0.5099 0.4609 -0.1 -0.5 -1.6
C -3.7235 -1.3196 0.1976 0.2 0.4 0.6
C -2.4017 -0.6657 0.7166 -0.2 -0.5 -0.8
C -1.2468 -1.3152 -0.0618 0.4 0.5 -0.1
C -0.4630 -2.3507 0.4922 1.2 0.4 -0.2
C 0.6407 -2.9493 -0.2117 -1.0 2.2 -0.5
C 0.8654 -2.4352 -1.5221 0.8 -0.4 0.8
C 0.0799 -1.4297 -2.0885 -0.1 -0.2 0.9
C -0.9923 -0.8483 -1.3742 0.6 -0.8 0.0
C -1.8065 0.2364 -2.0741 0.5 -0.5 0.0
C -1.0066 1.5423 -2.2853 -0.3 0.6 0.5
C -1.1208 2.5279 -1.0818 -0.1 -1.1 -0.2
S 0.2075 2.2218 0.1590 -0.2 0.2 0.2
S 2.2073 -3.2087 -2.4481 -0.8 0.5 1.0
C 3.3935 -3.4477 -1.1096 -0.4 0.2 0.4
C 4.7721 -3.2867 -1.3245 -0.4 -0.1 0.7
C 5.7142 -3.4618 -0.2863 -1.0 -0.7 0.7
N 7.1424 -3.3162 -0.5355 -1.0 0.7 -0.5
C 7.4208 -1.9213 -1.0408 -0.2 -0.6 -0.2
C 7.5182 -1.8292 -2.5894 0.6 0.6 0.5
C 8.5472 -0.7698 -3.0710 -1.0 -0.1 -0.6
C 7.9652 0.6610 -3.1264 0.8 0.2 0.0
C 5.2116 -3.8271 0.9931 -0.4 0.2 -1.4
C 3.8175 -4.0023 1.1900 0.2 0.1 -0.3
C 2.8598 -3.8086 0.1617 1.8 0.1 -0.8
N 1.4660 -3.9862 0.2724 0.0 0.2 0.7
C 0.9726 -4.8128 1.3526 -0.4 -0.4 0.5
C 1.0437 -4.2816 2.8268 0.2 -0.2 -0.1
C 1.4631 -2.8017 3.0396 -0.4 -0.3 0.8
C 2.4897 -2.6695 4.1977 -0.5 0.6 -1.3
S 1.9029 -1.8913 5.7227 3.5 -0.7 3.4
O 3.0338 -1.1383 6.2583 -1.2 0.1 -1.3
O 1.5135 -2.9029 6.7050 -1.2 0.7 -1.8
Cl 0.4233 -0.5228 5.3590 0.1 -0.6 -0.2
H -5.6580 3.8534 -0.9232 -0.4 -0.2 0.0
H -6.9890 2.6756 -0.5839 0.5 0.2 -0.7
H -6.2635 2.8626 -2.2576 -0.3 0.0 0.3
H -4.3816 2.0728 0.0170 -0.3 -0.2 -0.1
H -4.2366 1.9182 -1.7312 -0.1 -0.1 0.3
H -5.0452 -0.2159 -1.7257 -0.2 0.0 0.3
H -6.5486 0.3025 -0.9812 0.4 0.0 0.2
H -5.8219 -1.2555 0.6388 0.1 0.4 0.1
H -4.9602 0.1467 1.3343 0.2 -0.2 -0.2
H -3.5969 -1.4394 -0.8887 -0.2 -0.2 0.3
H -3.7793 -2.3320 0.6240 -0.1 0.2 -0.1
H -2.2803 -0.7591 1.8040 -0.1 -0.1 -0.2
H -2.4551 0.4119 0.4919 0.2 -0.3 0.2
H -0.7201 -2.6880 1.4964 0.1 0.0 -0.2
H 0.3149 -1.0849 -3.0951 0.0 -0.1 0.2
H -2.7401 0.3818 -1.5224 0.3 0.4 -0.3
H -2.0956 -0.1474 -3.0660 0.1 0.0 0.2
H -1.3761 2.0494 -3.1870 0.1 -0.2 0.3
H 0.0647 1.3357 -2.4202 -0.3 -0.1 -0.2
H -1.0523 3.5698 -1.4143 0.2 -0.2 0.2
H -2.0946 2.3696 -0.6024 0.2 0.3 0.0
H -0.3938 1.3474 1.0116 0.0 0.3 -0.6
H 5.1280 -3.0341 -2.3198 -0.1 0.0 0.2
H 7.3232 -3.9163 -1.3368 0.2 -0.2 0.3
H 6.5623 -1.3125 -0.7292 0.5 0.1 0.2
H 8.3363 -1.5713 -0.5471 -0.2 0.1 -0.2
H 6.5280 -1.5294 -2.9623 0.3 -0.3 -0.2
H 7.8028 -2.7907 -3.0454 -0.2 0.1 0.3
H 8.7959 -1.0404 -4.1103 0.1 0.1 0.3
H 9.4824 -0.8159 -2.4940 -0.3 0.0 -0.1
H 7.9612 1.1768 -2.1566 -0.1 -0.3 -0.1
H 6.9516 0.7033 -3.5444 0.2 -0.2 0.1
H 8.6206 1.2490 -3.7885 -0.3 0.0 0.2
H 5.9100 -3.9837 1.8133 -0.2 0.0 -0.2
H 3.5013 -4.3217 2.1813 0.0 0.1 -0.2
H -0.0737 -5.0655 1.1375 0.3 0.2 -0.1
H 1.5044 -5.7761 1.3169 0.0 0.4 -0.1
H 1.7449 -4.9317 3.3759 -0.2 0.2 -0.2
H 0.0674 -4.4747 3.2982 0.3 0.2 -0.1
H 1.8817 -2.3000 2.1633 -0.1 -0.4 0.0
H 0.5503 -2.2424 3.2960 0.4 0.0 -0.1
H 2.9215 -3.6266 4.5146 -0.4 0.3 0.3
H 3.3402 -2.0574 3.8657 -0.3 0.1 0.4
C -2.6839 -5.0604 -1.9671 0.1 -0.1 0.0
Cl -1.3908 -4.2894 -1.0261 -1.5 -1.2 -1.0
Cl -2.6800 -6.8253 -1.7877 -0.1 0.0 0.0
H -3.6401 -4.6790 -1.6228 0.0 -0.1 0.1
H -2.5425 -4.8173 -3.0153 0.1 -0.1 0.0
C -1.3554 3.1638 -6.2686 0.1 0.0 -0.1
Cl -0.8838 1.4822 -5.9894 0.0 0.0 -0.1
Cl -2.3272 3.8044 -4.9357 -0.1 0.1 -0.1
H -0.4593 3.7669 -6.3661 0.0 0.0 0.1
H -1.9411 3.2146 -7.1781 -0.1 -0.1 0.1
C -7.1886 3.2024 2.4436 -0.3 0.0 -0.2
Cl -6.8916 1.6993 1.5597 -0.3 0.0 0.9
Cl -8.0575 4.3823 1.4423 -0.1 0.1 0.1
H -7.7857 2.9816 3.3228 -0.1 0.0 -0.1
H -6.2383 3.6262 2.7396 -0.3 0.1 -0.4
C -11.6612 5.8731 1.0277 0.2 0.0 0.0
Cl -13.1762 4.9923 1.2672 0.0 0.0 0.1
Cl -11.5422 6.5183 -0.6129 0.1 0.0 0.0
H -11.6193 6.6960 1.7323 -0.1 0.0 -0.1
H -10.8326 5.1944 1.1998 -0.1 -0.1 -0.1
C 0.0949 -1.7762 9.2456 0.1 0.0 0.0
Cl -1.4756 -2.5782 9.0849 0.0 -0.1 0.0
Cl 0.3175 -1.1217 10.8749 0.1 0.1 0.0
H 0.8765 -2.4969 9.0442 -0.1 0.0 0.0
H 0.1506 -0.9620 8.5314 0.0 0.0 0.1
C -3.2273 3.1672 4.1214 0.1 0.0 0.0
Cl -2.7630 3.1858 2.4157 0.0 0.0 0.0
Cl -4.9450 2.7910 4.3228 0.5 0.0 0.4
H -2.6447 2.4120 4.6353 -0.1 -0.1 -0.1
H -3.0323 4.1446 4.5488 -0.1 0.0 -0.1
C -4.5276 6.0735 -7.1754 -0.1 0.0 0.1
Cl -3.8559 4.8764 -8.2899 -0.1 0.0 0.0
Cl -3.3495 7.3318 -6.7868 0.0 0.0 0.0
H -5.3926 6.5348 -7.6386 0.1 0.0 -0.1
H -4.8172 5.5706 -6.2591 0.1 0.0 0.0
C -3.2515 -0.3797 6.9509 0.1 0.0 0.1
Cl -3.8263 1.2829 6.7883 0.1 -0.2 0.4
Cl -3.0034 -1.1254 5.3662 -0.1 -0.1 0.0
H -2.3122 -0.3736 7.4907 0.0 0.0 -0.1
H -3.9883 -0.9563 7.4980 0.0 0.0 -0.1
C -3.4152 1.2085 -10.1629 -0.1 -0.2 0.2
Cl -4.2414 0.7196 -8.6786 0.0 0.0 0.0
Cl -2.1972 2.4512 -9.8406 0.1 0.0 -0.2
H -2.9245 0.3426 -10.5935 0.1 0.0 0.1
H -4.1433 1.6059 -10.8522 -0.1 0.1 0.1
C -9.5417 -1.5937 -1.5855 -0.1 0.0 0.0
Cl -8.0720 -2.5153 -1.9298 0.0 -0.1 0.0
Cl -9.1798 0.1015 -1.2453 -0.2 0.0 0.0
H -10.1969 -1.6448 -2.4477 0.1 0.0 0.0
H -10.0305 -2.0262 -0.7198 0.1 0.0 0.0
C -2.5323 3.8927 -13.5441 0.1 0.1 0.0
Cl -3.4525 5.1359 -14.3952 0.1 0.0 0.0
Cl -3.5473 2.5077 -13.1183 0.0 0.0 -0.3
H -1.7288 3.5499 -14.1861 -0.1 0.0 -0.1
H -2.1273 4.3178 -12.6321 -0.1 0.0 0.0
C 5.0994 -4.5884 6.7980 -0.2 0.0 0.0
Cl 6.3659 -5.7001 7.3355 0.0 0.1 0.1
Cl 5.5354 -3.7926 5.2813 0.1 0.0 0.0
H 4.1831 -5.1498 6.6487 0.1 0.0 0.0
H 4.9509 -3.8304 7.5590 0.1 0.0 0.0
C -14.4986 1.7829 2.7704 -0.1 0.0 -0.1
Cl -15.2757 1.8222 4.3574 -0.1 0.0 0.0
Cl -12.8300 1.2123 2.8750 0.0 0.0 -0.1
H -15.0561 1.1134 2.1251 0.0 -0.1 0.1
H -14.4978 2.7846 2.3574 0.1 0.0 0.1
C 9.9723 4.0560 -4.9429 0.1 0.0 0.0
Cl 9.3877 3.1769 -6.3588 0.1 0.0 0.0
Cl 8.6545 4.4439 -3.8287 0.0 0.0 0.0
H 10.6970 3.4396 -4.4225 -0.1 -0.1 0.0
H 10.4351 4.9801 -5.2702 -0.1 0.0 0.0
C 7.2188 7.0238 -1.6719 -0.1 -0.1 0.0
Cl 6.3411 6.5490 -0.2133 0.0 0.0 0.0
Cl 8.4713 8.2208 -1.3192 0.0 -0.1 0.0
H 7.6907 6.1461 -2.0979 0.0 0.1 0.1
H 6.5168 7.4514 -2.3791 0.0 0.1 0.1
C 3.8117 -4.7848 -6.0415 0.1 0.0 -0.1
Cl 2.2454 -5.5857 -6.2087 0.0 0.0 -0.1
Cl 4.0344 -4.1315 -4.4121 0.7 -0.4 -0.8
H 4.5964 -5.5060 -6.2413 -0.1 0.0 0.1
H 3.8650 -3.9687 -6.7533 -0.1 0.0 0.1
C 9.0986 11.8284 -1.5314 0.0 -0.1 0.1
Cl 8.5692 13.5109 -1.6466 0.0 0.0 0.1
Cl 9.2882 11.0927 -3.1266 0.1 0.0 0.0
H 10.0529 11.7972 -1.0176 0.0 0.1 -0.1
H 8.3568 11.2655 -0.9752 -0.1 0.0 -0.1
C -0.4815 -4.1215 12.8765 0.0 0.0 -0.1
Cl -2.0533 -4.9124 12.7028 0.0 0.0 -0.1
Cl -0.2578 -3.4690 14.5041 0.1 0.0 0.0
H 0.2987 -4.8490 12.6817 -0.1 0.0 0.1
H -0.4207 -3.3058 12.1649 -0.1 0.0 0.1
C 7.7284 -0.5516 3.7081 0.1 0.0 -0.1
Cl 7.1263 -1.4383 2.3000 0.1 0.0 0.1
Cl 6.4206 -0.1902 4.8319 -0.1 0.1 0.1
H 8.4702 -1.1582 4.2158 -0.1 -0.1 0.0
H 8.1747 0.3781 3.3725 -0.1 0.0 0.0
C 5.5554 -9.0918 6.1909 0.0 0.0 0.1
Cl 4.2659 -8.9011 4.9948 -0.1 0.1 0.0
Cl 6.8491 -10.1366 5.5923 0.0 0.0 0.1
H 5.9680 -8.1141 6.4108 0.0 -0.1 -0.1
H 5.1366 -9.5334 7.0884 0.0 -0.1 -0.1
```
Forces are in eV/Å.

Output
HOMO energy   -7.428 eV
Molar mass   2281.99 Da
Maximum force   4.9 eV/Å
Energy relative to the best compared isomer or geometry (same formula, charge and spin)   0.000 eV
Charge   0



Entry 2:
ORCA calculation (ωB97M-V/def2-TZVPD) on a cluster of 7 separate species, C49H84BN2O20 in total at a distorted geometry.

The geometry in XYZ format:
```
156
Properties=species:S:1:pos:R:3:forces:R:3
N -0.3322 -4.6496 3.0823 0.3 0.1 -0.1
C 0.3631 -4.3766 1.8127 -0.2 0.2 -0.7
C 0.2632 -2.8997 1.2962 0.7 0.5 0.8
C 0.7881 -1.8558 2.3866 -2.2 -0.7 -0.1
C -0.4475 -1.3469 3.2234 0.5 0.0 0.4
B -0.0711 -0.1318 4.3113 -1.1 -1.0 -0.9
C -1.4897 0.6566 4.6310 0.1 0.6 1.2
C -1.5296 2.1602 4.2021 -0.6 -0.2 -0.2
C -1.3301 2.4222 2.6710 0.1 0.7 -0.6
C -2.6419 2.7286 1.8564 -0.6 0.3 1.1
C -3.8962 1.8534 2.1969 -0.4 0.1 -0.7
C -3.8645 0.3617 1.6846 0.2 0.3 0.2
C -2.8186 0.0418 0.5761 -0.6 -0.2 -0.6
C -3.1310 0.6227 -0.8530 0.7 -1.7 -0.3
C -1.7802 0.5358 -1.6820 -0.5 1.4 0.8
C -0.9214 1.7915 -1.2614 0.0 -0.1 -0.5
C 0.1603 2.1957 -2.3072 0.0 -0.4 0.4
C 1.2368 1.0811 -2.5815 0.0 0.3 -0.3
N 1.4805 1.0399 -4.0528 -0.1 0.3 3.6
C 1.2242 -0.0144 -4.8697 0.9 1.7 -2.4
C 1.5920 0.4725 -6.1646 -0.1 0.4 1.0
C 2.0587 1.8432 -5.9976 -0.2 0.0 1.1
C 1.9834 2.1854 -4.6074 -0.5 -2.1 -3.6
C 0.6178 -0.8593 5.6105 0.9 0.3 0.2
C 0.9094 0.0874 6.8250 0.7 -1.3 0.3
C 1.9006 1.2509 6.5098 -0.4 1.1 0.5
C 1.4805 2.4679 7.4281 -0.6 -2.1 -0.2
O 2.1419 3.7007 7.0805 -1.2 0.3 0.2
C 1.6030 4.2721 5.9415 0.7 -0.5 0.1
O 2.2672 4.2632 4.9588 0.1 0.6 -0.8
H -1.2671 -4.2393 3.0674 0.4 0.0 0.0
H 0.1815 -4.1917 3.8376 -0.4 0.0 -0.2
H -0.1044 -5.0333 1.0362 0.5 0.3 0.5
H 1.4261 -4.6896 1.9597 -0.7 0.3 -0.3
H -0.8170 -2.6803 1.1112 0.8 -0.1 0.0
H 0.8326 -2.7281 0.3523 -0.4 -0.5 0.4
H 1.2585 -0.9651 1.9191 0.1 -0.7 0.3
H 1.4526 -2.3981 3.1025 0.0 0.7 -0.7
H -0.8330 -2.1937 3.8498 0.1 0.4 -0.6
H -1.3095 -1.0416 2.5723 0.8 -0.3 0.2
H 0.6913 0.5978 3.6996 0.4 0.4 0.2
H -1.6159 0.6505 5.7550 -0.2 0.1 -0.8
H -2.3864 0.1063 4.2438 0.6 0.5 0.1
H -0.7681 2.7777 4.7464 -0.4 -0.8 -0.3
H -2.5232 2.5874 4.5030 0.7 0.0 -0.2
H -0.7044 3.3523 2.5941 -0.4 -0.7 -0.2
H -0.7446 1.6339 2.1462 -0.3 0.3 0.8
H -2.9233 3.7854 2.1162 0.1 -0.8 -0.3
H -2.5100 2.7129 0.7565 0.3 0.0 0.7
H -4.7679 2.3487 1.6904 0.7 -0.3 0.4
H -4.1445 1.8796 3.2839 0.4 -0.1 -0.7
H -3.6677 -0.3125 2.5458 -0.1 0.4 -0.5
H -4.8889 0.1157 1.3028 0.8 0.0 0.2
H -2.8169 -1.0736 0.4581 0.1 0.8 0.1
H -1.7749 0.3195 0.8290 -0.8 -0.1 0.3
H -3.5632 1.6452 -0.8533 0.3 -0.6 0.0
H -3.8414 -0.0762 -1.3567 0.2 0.8 0.5
H -1.9862 0.5967 -2.7769 0.2 -0.2 0.7
H -1.2691 -0.4192 -1.4166 -0.3 0.6 -0.4
H -0.4799 1.6420 -0.2450 -0.3 0.2 -0.8
H -1.6485 2.6407 -1.2169 0.7 -0.5 0.2
H -0.3704 2.4147 -3.2647 0.5 -0.2 0.6
H 0.6901 3.1343 -2.0022 -0.5 -0.7 -0.2
H 0.9343 0.0818 -2.1943 0.1 0.7 -0.5
H 2.2252 1.3245 -2.1303 -0.8 -0.2 -0.1
H 0.8298 -0.9846 -4.5436 0.3 0.8 0.0
H 1.5107 -0.0917 -7.1056 0.1 0.4 0.6
H 2.4036 2.5592 -6.7580 -0.2 -0.7 0.3
H 2.2315 3.1136 -4.0812 -0.2 -0.9 -0.2
H 0.0646 -1.7787 5.9490 0.2 0.8 -0.1
H 1.6219 -1.2456 5.2675 -0.7 0.2 0.3
H 1.4043 -0.5438 7.6163 -0.4 0.6 -0.4
H -0.0438 0.4354 7.2984 0.7 0.0 -0.6
H 2.9634 0.9809 6.7317 -0.8 0.1 -0.1
H 1.8777 1.6084 5.4578 -0.3 -0.5 0.5
H 1.6892 2.1419 8.4751 0.1 0.9 -0.6
H 0.3634 2.5229 7.3398 0.8 0.5 0.0
H 0.5933 4.7518 5.9353 0.4 -0.6 0.7
C 5.0875 4.8111 8.3244 0.4 -0.2 0.0
C 4.7330 5.4508 9.6442 0.0 -0.5 -0.8
C 3.9027 6.6973 9.5136 -0.5 0.1 0.0
O 4.2582 7.4238 10.6932 0.4 -0.1 0.1
C 5.5177 7.0330 11.0327 0.2 0.1 0.2
O 6.1933 7.5755 11.8486 -0.1 -0.1 -0.1
O 5.9021 5.9446 10.3131 -0.3 0.4 0.4
H 5.7031 5.4783 7.7166 -0.1 0.1 0.1
H 5.6763 3.9067 8.4886 -0.1 0.0 0.0
H 4.1909 4.5444 7.7626 0.0 0.0 0.1
H 4.2532 4.7184 10.3007 0.0 0.1 0.0
H 2.8342 6.4872 9.4967 0.0 0.1 0.1
H 4.1619 7.3027 8.6406 0.1 -0.1 0.0
C 4.5192 4.4681 1.2841 0.0 0.5 -0.2
C 3.9685 3.5340 0.2358 0.1 0.2 0.7
C 4.6916 2.2157 0.1397 0.2 -0.5 0.5
O 4.4713 1.8541 -1.2303 0.0 0.4 -0.3
C 4.3077 3.0092 -1.9233 0.1 0.0 -0.2
O 4.2916 3.0833 -3.1148 0.1 0.1 0.4
O 4.1578 4.0688 -1.0840 0.0 -0.5 -0.4
H 5.5472 4.7469 1.0560 0.0 -0.2 0.0
H 3.9397 5.3933 1.3068 -0.1 -0.1 0.1
H 4.4846 4.0122 2.2744 -0.1 0.0 -0.1
H 2.8942 3.3891 0.3906 0.0 -0.1 -0.1
H 4.2745 1.4634 0.8099 -0.2 -0.1 -0.2
H 5.7767 2.2844 0.3111 -0.8 0.1 -0.1
C -2.4436 -2.3081 -6.4053 0.2 -0.2 0.4
C -3.8383 -1.8925 -5.9970 0.8 -0.4 -0.5
C -4.2576 -0.5597 -6.5489 -0.2 0.2 -0.4
O -5.1975 -0.1109 -5.5698 0.2 -0.2 0.4
C -4.8470 -0.6983 -4.3895 0.0 0.1 0.3
O -5.2909 -0.3978 -3.3288 0.0 -0.1 -0.2
O -3.9137 -1.6709 -4.5858 -0.5 0.4 0.0
H -1.6977 -1.6102 -6.0184 -0.1 0.1 -0.1
H -2.2026 -3.2878 -5.9859 0.0 0.0 -0.1
H -2.3516 -2.3622 -7.4914 -0.1 0.0 0.0
H -4.5540 -2.6743 -6.2558 -0.1 0.2 0.0
H -4.7278 -0.6431 -7.5281 -0.2 0.0 0.1
H -3.4399 0.1650 -6.6052 0.1 -0.1 0.1
C -3.7660 -7.9963 -7.1645 0.1 0.0 -0.5
C -3.9557 -6.5378 -6.8200 0.2 -0.8 0.1
C -5.1322 -6.2719 -5.9218 0.0 -0.1 0.6
O -5.4873 -4.9328 -6.2820 0.1 0.1 -0.5
C -5.0897 -4.7483 -7.5656 -0.2 0.2 -0.2
O -5.4013 -3.8130 -8.2416 0.1 -0.3 0.2
O -4.2938 -5.7686 -7.9847 -0.3 0.4 0.2
H -4.6223 -8.3814 -7.7228 -0.1 0.0 0.2
H -2.8913 -8.1232 -7.8049 0.0 0.0 0.1
H -3.6286 -8.5977 -6.2653 0.0 0.1 0.0
H -3.0321 -6.1260 -6.4018 -0.1 0.1 0.0
H -4.8741 -6.3330 -4.8655 0.0 0.2 0.0
H -5.9860 -6.9220 -6.1186 0.1 0.0 -0.1
C 10.4198 2.6187 3.9504 0.2 -0.3 -0.3
C 9.5789 3.4084 2.9750 0.5 -0.3 0.7
C 8.2111 3.7591 3.4926 -0.2 0.4 0.3
O 7.4493 3.8582 2.2878 0.3 -0.3 -0.2
C 8.0474 3.0493 1.3745 0.1 -0.2 -0.3
O 7.5698 2.7420 0.3262 0.7 0.3 0.3
O 9.2634 2.6295 1.8158 -0.5 0.3 -0.2
H 9.9607 1.6528 4.1696 -0.1 0.1 0.0
H 11.4009 2.4092 3.5208 0.0 0.1 0.1
H 10.5588 3.1669 4.8834 0.0 0.0 -0.1
H 10.1218 4.2996 2.6449 -0.1 0.0 0.0
H 8.1986 4.7029 4.0361 -0.1 0.0 -0.2
H 7.7700 2.9798 4.1200 0.1 -0.1 0.0
C -7.8593 -7.7724 -11.3067 -0.1 -0.4 -0.1
C -8.3199 -7.5384 -9.8872 0.2 0.1 -0.8
C -7.3421 -6.7609 -9.0495 0.0 0.5 0.0
O -7.6335 -7.2302 -7.7310 -0.1 -0.4 -0.1
C -8.1343 -8.4914 -7.8621 -0.1 -0.3 0.2
O -8.2996 -9.2453 -6.9582 0.1 0.2 -0.1
O -8.4130 -8.7722 -9.1640 0.1 0.2 0.5
H -6.9494 -8.3754 -11.3280 0.0 0.1 0.1
H -8.6163 -8.3274 -11.8633 0.0 0.1 0.0
H -7.6728 -6.8281 -11.8200 0.0 0.0 0.1
H -9.3092 -7.0704 -9.8842 0.0 0.0 0.1
H -7.4955 -5.6844 -9.1184 0.0 0.0 0.2
H -6.2966 -6.9876 -9.2764 -0.1 -0.1 -0.1
```
Forces are in eV/Å.

Output
HOMO energy   -4.920 eV
Molar mass   1032.02 Da
Maximum force   4.2 eV/Å
Charge   -1



Which of these has the lowest maximum force?
C49H84BN2O20



The highest HOMO energy belongs to which entry?
C49H84BN2O20



Look up the charge of the second one.
-1